DFT (the ωB97M-V functional and the def2-TZVPD basis) results for a molecular structure, C48H56B2N12Ru in a non-equilibrium geometry.

Structure (XYZ):
```
119
Properties=species:S:1:pos:R:3:forces:R:3
Ru -0.127 0.133 -0.168 -0.160 -0.422 -0.163
C 1.026 5.019 2.188 1.394 -2.496 0.114
C 0.348 4.184 1.174 -1.330 0.004 0.015
C -0.730 4.535 0.370 0.305 0.774 -0.954
C -0.978 3.433 -0.477 -0.621 0.377 0.785
N -0.217 2.410 -0.036 0.268 -0.041 -0.555
N 0.590 2.892 0.963 0.455 -0.836 -0.822
B 1.599 1.969 1.678 -0.007 0.216 0.005
N 0.787 1.000 2.564 -0.282 0.108 -0.729
N -0.354 0.385 2.099 0.238 0.367 -0.326
C -0.844 -0.316 3.133 -0.232 -0.946 -0.235
C 0.026 -0.252 4.188 0.676 1.008 1.342
C 1.019 0.662 3.821 0.012 -0.704 0.436
C 2.212 1.108 4.600 0.514 -1.332 -0.142
C -2.091 -1.102 3.152 -0.501 0.074 0.327
C -2.419 -2.001 2.145 -0.599 0.095 -0.033
C -3.633 -2.668 2.156 0.010 0.279 1.337
C -4.513 -2.549 3.254 1.261 -0.854 -1.412
C -4.175 -1.699 4.256 -0.399 1.482 1.762
C -3.001 -0.945 4.210 0.062 0.187 -0.348
N 2.564 1.155 0.765 1.045 -1.116 -0.459
N 2.140 0.004 0.131 0.403 -0.719 -0.019
C 3.255 -0.704 -0.260 -0.599 0.216 -0.108
C 4.376 0.048 0.056 -0.071 -0.116 1.333
C 3.930 1.161 0.764 -0.461 0.795 -0.385
C 4.744 2.338 1.235 -0.336 -0.232 0.450
C 3.406 -2.065 -0.934 -0.455 0.790 1.085
C 2.693 -2.351 -2.077 0.774 -1.401 -0.841
C 2.877 -3.612 -2.704 0.208 -0.704 0.938
C 3.793 -4.535 -2.130 -0.943 0.660 -0.708
C 4.526 -4.206 -0.999 0.465 -0.125 -0.306
C 4.306 -3.002 -0.389 -0.336 1.205 0.249
C -2.000 3.380 -1.570 -0.071 0.426 0.368
C -1.853 2.582 -2.684 1.398 -1.282 0.427
C -2.770 2.469 -3.703 -0.130 0.053 0.280
C -3.882 3.249 -3.571 -0.728 0.726 -1.370
C -4.074 4.104 -2.509 -1.343 0.491 -0.646
C -3.155 4.174 -1.515 0.503 1.147 2.343
H 0.569 5.953 2.202 -0.222 1.793 0.100
H 2.116 4.963 2.021 -0.397 0.809 -0.194
H 0.950 4.533 3.156 -0.392 0.114 0.323
H -1.154 5.546 0.302 0.220 -0.715 -0.053
H 2.284 2.657 2.345 0.047 0.104 0.348
H -0.067 -0.696 5.167 -0.140 -0.055 -0.112
H 2.169 0.606 5.571 -0.032 0.343 -0.004
H 2.306 2.176 4.726 -0.037 0.250 -0.038
H 3.124 0.692 4.116 -0.424 0.533 0.190
H -1.747 -2.158 1.326 0.249 0.010 -0.371
H -3.888 -3.319 1.363 -0.132 -0.637 -0.727
H -5.314 -3.249 3.331 -0.797 0.044 -0.037
H -4.862 -1.498 5.113 0.622 -0.460 -0.773
H -2.861 -0.189 4.983 0.281 -0.217 -0.169
H 5.382 -0.334 -0.023 0.095 0.372 -0.205
H 5.657 1.993 1.723 -0.134 0.010 0.112
H 4.187 3.024 1.911 0.482 -0.572 -0.585
H 5.069 2.865 0.347 -0.001 0.396 -0.134
H 2.106 -1.563 -2.487 -0.435 0.029 -0.320
H 2.276 -4.003 -3.554 0.478 0.832 0.536
H 3.895 -5.520 -2.570 0.097 0.104 -0.109
H 5.349 -4.818 -0.633 -0.500 -0.233 -0.010
H 4.814 -2.769 0.543 0.113 0.095 -0.218
H -0.970 1.968 -2.705 0.263 -0.117 -0.216
H -2.637 1.816 -4.556 0.185 0.058 0.083
H -4.565 3.390 -4.395 -0.312 -0.552 -0.133
H -4.996 4.711 -2.562 0.743 -0.218 0.490
H -3.354 4.845 -0.629 0.379 -0.821 -1.049
C 1.866 3.303 -3.157 -0.301 0.557 -1.011
C 2.344 2.006 -2.532 -0.347 -0.123 -1.726
C 3.780 1.748 -2.984 0.532 -1.488 1.124
C 1.503 0.891 -3.089 -0.050 0.195 1.157
C 1.599 0.343 -4.357 0.305 0.359 -0.553
C 0.694 -0.669 -4.376 -0.099 -0.653 -0.124
N 0.093 -0.730 -3.193 -1.050 -1.458 -0.113
N 0.557 0.226 -2.395 0.658 0.686 0.511
B -0.904 -1.824 -2.691 0.445 0.659 0.768
N -0.269 -2.741 -1.572 -0.104 -0.086 -0.264
C -0.185 -4.097 -1.540 -0.420 1.168 -0.058
C 0.241 -4.479 -0.302 0.092 -0.971 0.969
C 0.437 -3.295 0.416 0.673 0.444 0.180
N 0.152 -2.249 -0.379 -0.432 0.254 0.320
C 0.918 -3.158 1.856 -0.929 -0.318 -0.715
C -0.036 -3.904 2.816 1.547 0.113 0.379
C 2.296 -3.723 2.139 0.779 -0.554 -0.767
N -2.156 -1.069 -2.147 1.256 -0.794 -0.487
C -3.382 -1.385 -2.556 0.537 0.544 1.271
C -4.259 -0.900 -1.610 -0.356 -0.720 -0.677
C -3.468 -0.337 -0.625 -1.169 1.544 1.464
N -2.178 -0.387 -0.973 0.084 -0.582 -0.211
C -4.025 0.342 0.642 0.674 -0.549 0.191
C -5.532 0.086 0.775 0.692 0.749 -1.204
C -3.772 1.865 0.626 -0.161 -1.212 0.432
H 2.573 4.101 -2.993 0.222 0.401 0.533
H 1.851 3.248 -4.265 -0.289 -0.262 0.489
H 0.876 3.605 -2.795 0.196 -0.030 -0.137
H 2.225 2.126 -1.476 0.154 -0.367 0.716
H 3.852 1.585 -4.075 0.086 0.470 0.592
H 4.396 2.546 -2.604 0.402 0.496 -0.394
H 4.199 0.829 -2.477 -0.545 0.741 -0.682
H 2.210 0.599 -5.201 0.232 0.245 0.096
H 0.547 -1.403 -5.133 -0.421 -0.318 -0.320
H -1.259 -2.514 -3.566 0.001 -0.316 -0.598
H -0.474 -4.665 -2.390 -0.154 -0.339 -0.467
H 0.326 -5.492 0.122 0.081 0.692 -0.540
H 0.927 -2.113 2.090 -0.122 0.812 0.146
H 0.369 -4.901 2.923 -0.189 -0.514 -0.010
H 0.059 -3.455 3.802 -0.163 0.105 0.141
H -1.053 -3.960 2.549 -1.078 0.028 -0.425
H 2.414 -4.690 1.570 0.050 0.805 0.788
H 3.150 -3.072 1.869 -0.692 -0.269 0.087
H 2.324 -3.895 3.216 0.357 -0.213 -0.077
H -3.465 -2.011 -3.400 -0.415 -0.335 -0.807
H -5.316 -1.056 -1.667 -0.257 0.242 0.308
H -3.501 -0.128 1.510 -0.553 0.620 -0.730
H -6.014 0.576 -0.105 -0.024 -0.292 0.772
H -5.792 -0.959 0.780 -0.094 -0.389 0.102
H -5.823 0.568 1.689 -0.553 0.107 0.362
H -4.140 2.221 -0.319 0.111 0.510 -0.314
H -4.279 2.377 1.435 -0.440 -0.081 0.172
H -2.731 2.060 0.811 0.557 0.229 -0.424
```
Positions in Å, forces in eV/Å.

## Properties
**Total charge**: +1
**Kohn-Sham gap (alpha / beta)**: 9.49 / 6.26 eV
**Spin multiplicity**: 6
**M**: 923.75 g mol⁻¹

Here are the Mulliken charges for atoms 1 to 6, given in e: Ru 2.755; C -1.652; C 0.405; C -1.145; C -1.049; N 2.240

=====

DFT (the ωB97M-V functional and the def2-TZVPD basis) results for a molecular structure, C39H60As3N2S5Ti in a non-equilibrium geometry.

Structure (XYZ):
```
110
Properties=species:S:1:pos:R:3:forces:R:3
Ti 0.307 0.360 0.500 0.335 -0.861 -2.330
C -6.384 -0.383 0.707 0.083 0.081 -0.110
C -5.514 0.434 -0.260 -0.142 -0.115 -0.077
C -6.395 1.371 -1.100 0.099 -0.124 0.118
C -4.808 -0.540 -1.206 -0.070 0.162 0.172
C -4.529 1.263 0.551 -0.038 0.111 0.109
C -5.007 2.241 1.430 0.046 0.143 0.112
C -4.150 3.038 2.179 -0.228 -0.058 -0.101
C -2.792 2.852 2.052 0.566 -0.305 -0.255
S -1.471 3.714 2.830 0.245 -0.350 -0.318
C -0.322 2.679 1.942 -0.352 1.078 0.717
N -0.934 1.769 1.160 0.934 -0.143 0.277
C -2.281 1.855 1.195 -1.710 0.355 0.176
C -3.165 1.071 0.445 0.470 0.122 0.147
C 1.084 2.737 1.977 0.261 0.018 -0.179
C 1.829 3.635 2.770 -0.091 0.082 0.101
C 3.205 3.597 2.742 -0.208 0.269 0.180
C 3.857 2.683 1.922 0.126 -0.394 -0.354
C 3.114 1.800 1.139 0.667 0.146 -0.169
C 1.727 1.787 1.117 -0.179 0.480 0.737
H -7.053 -1.039 0.154 -0.112 -0.083 -0.078
H -6.986 0.262 1.342 -0.069 0.081 0.099
H -5.748 -0.993 1.345 0.053 -0.098 0.085
H -7.093 0.797 -1.707 -0.095 -0.092 -0.073
H -5.769 1.966 -1.761 0.034 0.098 -0.095
H -6.969 2.046 -0.470 -0.063 0.097 0.040
H -5.548 -1.105 -1.772 -0.100 -0.047 -0.046
H -4.194 -1.244 -0.649 0.129 -0.110 0.024
H -4.169 -0.012 -1.909 0.143 0.026 -0.101
H -6.069 2.408 1.535 -0.131 -0.031 -0.006
H -4.544 3.796 2.842 -0.045 0.041 0.036
H -2.712 0.349 -0.221 -0.119 -0.033 -0.009
H 1.308 4.345 3.403 0.017 0.070 0.074
H 3.782 4.281 3.357 -0.049 0.002 -0.011
H 4.940 2.660 1.895 0.017 -0.029 -0.015
H 3.660 1.105 0.488 -0.134 0.197 0.229
C -0.663 3.841 -4.287 0.226 -0.295 -0.238
C -1.463 3.223 -3.160 0.155 0.120 0.566
S -0.731 3.062 -1.489 -0.373 1.012 -0.284
C 0.179 4.637 -1.235 -0.555 -0.596 -0.128
C 1.699 4.431 -1.239 0.328 -0.516 -0.091
S 2.245 2.790 -1.856 0.788 0.492 -0.643
C 3.075 3.272 -3.420 -0.333 -0.022 0.670
C 2.170 3.912 -4.454 -0.254 -0.344 -0.200
S 0.744 2.864 -4.919 0.134 0.245 0.101
H -0.273 4.824 -4.028 -0.100 0.073 -0.019
H -1.324 3.959 -5.149 -0.067 0.144 0.083
H -1.701 2.184 -3.388 -0.146 -0.043 -0.073
H -2.389 3.794 -3.049 -0.055 -0.109 -0.132
H -0.146 4.991 -0.257 0.029 0.163 -0.078
H -0.141 5.344 -1.998 0.020 0.162 0.080
H 2.086 4.488 -0.223 0.009 0.081 0.021
H 2.195 5.185 -1.849 0.112 0.074 0.081
H 3.466 2.328 -3.799 0.146 -0.020 -0.049
H 3.909 3.940 -3.186 0.072 -0.072 -0.129
H 2.733 4.106 -5.371 -0.003 0.092 0.072
H 1.770 4.855 -4.090 0.047 0.105 -0.023
C 4.029 -1.236 2.732 -0.106 0.403 -0.311
As 2.171 -1.240 1.991 0.292 -1.040 1.015
C 1.427 -1.608 3.791 -0.049 0.083 0.021
C 2.043 -3.127 1.382 -0.214 0.076 0.040
C 2.688 -3.505 0.050 0.078 0.112 0.085
C 4.194 -3.246 0.138 -0.191 0.037 -0.022
C 2.110 -2.728 -1.138 -0.134 0.045 -0.131
As 2.383 -0.741 -1.352 0.940 -0.750 -1.117
C 1.893 -0.780 -3.271 -0.188 0.144 0.054
C 4.366 -0.716 -1.899 -0.336 0.251 0.358
C 2.537 -5.026 -0.170 -0.047 -0.132 -0.036
As 0.886 -6.156 -0.212 0.055 0.060 0.122
C -0.425 -5.135 -1.260 0.010 0.032 0.014
C 0.054 -5.917 1.571 0.005 0.012 -0.092
H 4.315 -2.224 3.100 -0.171 0.010 -0.074
H 4.041 -0.524 3.559 -0.062 -0.033 -0.058
H 4.756 -0.897 1.998 0.058 -0.004 -0.049
H 2.139 -2.180 4.393 0.054 0.041 -0.181
H 0.492 -2.165 3.734 0.012 0.106 -0.098
H 1.238 -0.655 4.294 -0.011 -0.112 -0.051
H 0.967 -3.318 1.322 0.028 0.042 0.079
H 2.449 -3.772 2.174 -0.060 0.128 -0.019
H 4.365 -2.174 0.190 0.226 -0.025 0.048
H 4.698 -3.639 -0.742 0.123 0.028 -0.112
H 4.617 -3.720 1.024 0.070 -0.032 0.061
H 1.018 -2.809 -1.131 0.071 -0.010 -0.102
H 2.466 -3.190 -2.070 -0.033 0.114 0.077
H 2.673 -1.229 -3.893 0.093 -0.070 0.256
H 1.713 0.240 -3.610 -0.045 0.040 0.077
H 0.957 -1.324 -3.387 0.077 0.015 0.020
H 4.684 -1.632 -2.402 -0.167 -0.010 0.043
H 5.043 -0.512 -1.070 -0.036 -0.028 0.062
H 4.451 0.119 -2.600 -0.042 -0.051 0.030
H 3.142 -5.522 0.602 -0.105 -0.069 -0.049
H 3.029 -5.274 -1.121 -0.095 -0.026 0.073
H -0.033 -4.917 -2.251 0.069 0.013 -0.020
H -0.711 -4.206 -0.777 0.015 0.115 0.062
H -1.323 -5.743 -1.382 0.050 -0.088 0.052
H 0.785 -6.065 2.365 0.090 0.008 -0.050
H -0.717 -6.682 1.688 0.060 -0.020 -0.098
H -0.419 -4.947 1.697 0.019 0.116 -0.029
S -0.533 -0.030 -1.511 0.073 -0.172 0.684
C -2.936 -2.410 2.642 -0.176 -0.052 0.100
C -2.382 -2.723 1.388 0.191 0.080 0.041
C -1.341 -1.985 0.901 -0.186 -1.008 -0.518
N -0.763 -0.934 1.568 -0.548 -0.097 0.090
C -1.347 -0.609 2.770 -0.117 0.176 0.831
C -2.397 -1.304 3.311 0.183 0.000 -0.006
H -3.723 -3.011 3.073 -0.108 0.048 0.027
H -2.779 -3.542 0.802 0.072 0.000 -0.097
H -0.926 -2.183 -0.085 -0.150 0.018 0.303
H -0.907 0.234 3.303 -0.150 -0.150 -0.137
H -2.797 -0.996 4.267 0.041 0.093 0.041
```
Positions in Å, forces in eV/Å.

## Properties
**Total charge**: -1
**Kohn-Sham gap (alpha / beta)**: 4.30 / 6.64 eV
**Spin multiplicity**: 3
**M**: 989.89 g mol⁻¹

Here are the Mulliken charges for atoms 1 to 6, given in e: Ti -2.813; C -1.780; C 1.919; C -1.857; C -1.687; C 0.266

=====

Number 1: E -72498.6309 eV. Number 2: E -304205.0248 eV.